Entry 1:
DFT (ωB97M-V/def2-TZVPD) results for C15H26O2 in the gas phase.

Last column: Mulliken charge in e.
Positions of all 43 atoms, in Å:
C -2.059 -0.187 -2.562  -1.43
C -2.209 -0.003 -1.215  0.43
C -3.592 -0.090 -0.656  -0.95
C -3.608 -1.165 0.424  -0.59
C -2.503 -0.931 1.444  -1.25
C -1.078 -0.818 0.813  1.36
C -0.739 -2.177 0.207  -1.92
C -0.050 -0.412 1.890  -2.15
C 1.394 -0.166 1.393  0.03
O 2.149 0.350 2.459  -0.67
C 1.365 0.874 0.252  0.44
C 2.758 1.265 -0.295  1.42
C 2.747 2.353 -1.345  -1.87
C 3.597 0.078 -0.846  -1.69
O 3.463 1.827 0.775  -0.74
C 0.369 0.431 -0.847  -1.81
C -1.062 0.273 -0.258  0.75
H -1.103 -0.202 -3.104  0.23
H -2.878 -0.495 -3.216  0.31
H -4.354 -0.321 -1.403  0.43
H -3.879 0.886 -0.253  0.32
H -4.553 -1.237 0.957  0.43
H -3.467 -2.135 -0.077  0.30
H -2.535 -1.759 2.161  0.46
H -2.713 0.009 1.977  0.38
H 0.305 -2.220 -0.178  0.40
H -0.876 -2.899 1.031  0.43
H -1.373 -2.462 -0.623  0.42
H -0.456 0.499 2.410  0.66
H 0.027 -1.192 2.640  0.32
H 1.831 -1.091 1.026  0.43
H 1.562 0.769 3.105  0.41
H 1.007 1.780 0.718  0.36
H 2.124 3.176 -1.004  0.43
H 3.765 2.793 -1.532  0.41
H 2.354 2.009 -2.289  0.34
H 4.595 0.384 -1.112  0.47
H 3.076 -0.324 -1.701  0.31
H 3.693 -0.689 -0.060  0.33
H 3.184 1.368 1.599  0.48
H 0.374 1.158 -1.697  0.40
H 0.704 -0.507 -1.230  0.42
H -1.353 1.196 0.222  0.76

Results
E: -20071.8967 eV
Kohn-Sham gap: 9.9 eV
SMILES: C=C1CCC[C@]2(C)C[C@H](O)[C@@H](C(C)(C)O)C[C@@H]12
lowest unoccupied orbital energy: 0.68 eV
relative energy (zero: lowest compared OMol25 entry of this formula, charge and spin): 32.1 kcal/mol
2S+1: 1

Entry 2:
DFT (ωB97M-V/def2-TZVPD) results for a molecular structure, C15H26O6.

Last column: Mulliken charge in e.
Positions of all 47 atoms, in Å:
C -4.994 -2.444 -0.536  -1.10
C -3.636 -2.278 0.220  -0.30
H -3.821 -1.475 1.009  0.23
H -3.458 -3.257 0.645  0.40
C -2.594 -1.927 -0.764  -0.70
C -1.467 -1.545 0.293  0.71
O -1.523 -1.192 1.543  -0.61
O -0.305 -1.700 -0.563  -0.30
C 0.899 -1.453 0.114  -0.53
H 1.681 -2.299 -0.144  0.26
C 1.459 0.099 -0.132  0.23
C 0.599 1.151 0.333  -0.94
H 1.324 1.791 0.303  0.91
H 0.435 0.936 1.509  0.17
O -0.474 1.228 -0.482  -0.28
C -1.283 2.277 0.103  0.17
O -0.902 2.887 0.934  -0.40
C -2.438 2.407 -0.861  0.11
C -3.558 2.903 -0.208  -0.42
C -4.201 1.637 0.753  -1.14
H -3.430 1.178 1.175  0.39
H -4.628 0.906 0.112  0.19
H -5.012 1.988 1.327  0.46
H -3.484 3.655 0.721  0.21
H -4.442 3.319 -1.067  0.24
H -2.085 3.305 -1.635  0.18
H -2.512 1.364 -1.529  0.11
H 1.589 0.181 -1.274  0.33
O 2.763 -0.094 0.483  -0.33
C 3.785 0.639 -0.228  0.64
O 3.514 1.399 -1.352  -0.60
C 5.071 0.549 0.231  -0.43
C 5.898 -0.576 -0.217  -0.92
C 7.228 -0.876 0.364  -1.15
H 7.746 -1.661 -0.042  0.41
H 7.214 -0.701 1.497  0.28
H 7.864 0.156 0.038  0.20
H 5.960 -0.456 -1.049  0.88
H 5.278 -1.486 -0.046  0.28
H 5.539 1.623 0.264  0.27
H 5.052 0.354 1.590  0.20
H 0.682 -1.476 1.534  0.20
H -3.000 -0.855 -1.067  -0.12
H -2.386 -2.600 -1.364  0.82
H -5.459 -1.435 -1.127  0.19
H -4.710 -3.213 -1.443  0.23
H -5.778 -2.932 0.032  0.40

Results
E: -28248.9725 eV
Kohn-Sham gap: 10.3 eV
lowest unoccupied orbital energy: 0.46 eV
relative energy (zero: lowest compared OMol25 entry of this formula, charge and spin): 330.9 kcal/mol
2S+1: 1

Entry 3:
DFT (ωB97M-V/def2-TZVPD) results for 9 unconnected molecules or ions with the total composition C15H27Br12Cl9.

Last column: Mulliken charge in e.
Positions of all 63 atoms, in Å:
Cl -5.574 -5.198 2.778  -0.11
C -7.047 -5.227 1.797  0.07
Cl -8.350 -4.366 2.592  -0.12
Cl -7.576 -6.893 1.311  -0.13
H -6.937 -4.625 0.895  0.28
Cl -1.740 -6.586 -6.468  -0.11
C -0.430 -6.165 -5.416  0.05
Cl -0.965 -6.156 -3.748  -0.10
Cl 0.213 -4.519 -5.879  -0.13
H 0.357 -6.913 -5.515  0.29
Cl 4.999 -8.976 3.458  -0.12
C 5.671 -7.476 2.711  0.02
Cl 4.378 -6.270 2.756  -0.10
Cl 6.039 -7.838 0.980  -0.12
H 6.539 -7.169 3.294  0.32
Br 1.464 -0.050 5.871  -0.15
C 2.198 -0.408 7.695  -0.48
C 2.730 -1.848 7.813  -0.70
Br 3.542 -2.362 9.621  -0.16
H 1.428 -0.239 8.447  0.36
H 3.057 0.246 7.849  0.35
H 3.325 -2.121 6.941  0.42
H 1.872 -2.516 7.740  0.37
Br 4.763 4.180 2.557  -0.18
C 4.263 5.982 1.759  -0.66
C 3.139 5.799 0.765  -0.55
Br 2.805 7.634 0.020  -0.17
H 5.107 6.460 1.263  0.41
H 4.000 6.655 2.575  0.40
H 2.315 5.363 1.332  0.37
H 3.247 5.178 -0.124  0.37
Br -2.103 -1.373 -1.723  -0.14
C -1.185 -1.703 0.072  -0.66
C 0.319 -1.690 -0.087  -0.58
Br 0.905 0.079 -0.741  -0.12
H -1.503 -2.662 0.481  0.37
H -1.560 -0.929 0.741  0.40
H 0.717 -2.418 -0.794  0.36
H 0.794 -1.918 0.868  0.37
Br -2.651 5.107 -4.205  -0.17
C -4.278 4.322 -5.077  -0.61
C -4.445 4.961 -6.440  -0.54
Br -5.908 4.015 -7.441  -0.18
H -5.122 4.395 -4.391  0.39
H -4.055 3.255 -5.079  0.37
H -3.575 4.697 -7.040  0.35
H -4.601 6.039 -6.392  0.38
Br -7.486 4.035 0.677  -0.17
C -6.119 2.882 1.574  -0.57
C -6.806 2.094 2.712  -0.59
Br -5.408 1.012 3.667  -0.17
H -5.316 3.570 1.841  0.38
H -5.808 2.174 0.805  0.35
H -7.648 1.473 2.406  0.40
H -7.195 2.792 3.453  0.36
Br 6.693 2.845 -2.787  -0.17
C 6.987 2.010 -4.549  -0.53
C 5.801 1.129 -4.886  -0.61
Br 6.357 -0.116 -6.326  -0.16
H 7.854 1.363 -4.407  0.36
H 7.144 2.767 -5.317  0.37
H 4.912 1.610 -5.294  0.36
H 5.460 0.612 -3.988  0.39

Results
E: -969203.3959 eV
Kohn-Sham gap: 9.9 eV
SMILES: ClC(Cl)Cl.ClC(Cl)Cl.ClC(Cl)Cl.BrCCBr.BrCCBr.BrCCBr.BrCCBr.BrCCBr.BrCCBr
lowest unoccupied orbital energy: -0.12 eV
relative energy (zero: lowest compared OMol25 entry of this formula, charge and spin): 51.7 kcal/mol
2S+1: 1

Entry 4:
DFT (ωB97M-V/def2-TZVPD) results for 5 unconnected molecules or ions with the total composition C15H27Cl12N2O4PS.

Last column: Mulliken charge in e.
Positions of all 62 atoms, in Å:
C 3.686 0.643 0.096  -0.90
C 2.434 1.010 -0.639  0.43
O 1.356 1.083 -0.101  -0.58
N 2.601 1.256 -2.044  0.04
C 3.016 2.663 -2.229  -1.05
C 1.360 0.927 -2.765  -0.73
C 1.123 -0.583 -2.866  -1.12
C 0.354 -1.320 -1.769  -0.58
C -1.148 -1.074 -1.648  -0.64
C -1.552 0.224 -0.902  0.19
C -2.642 1.044 -1.605  -0.24
P -2.109 1.742 -3.202  0.24
N -1.879 0.767 -4.395  -0.75
C -3.230 2.193 -0.766  -0.94
C -3.652 1.799 0.639  -0.46
O -2.601 1.094 1.330  -0.23
S -2.183 -0.289 0.684  1.33
O -3.379 -1.054 0.468  -0.70
O -1.128 -0.787 1.497  -0.66
H 3.452 0.556 1.154  0.08
H 4.448 1.412 -0.051  0.35
H 4.085 -0.292 -0.299  0.31
H 2.274 3.187 -2.836  0.36
H 3.089 3.200 -1.282  0.38
H 3.982 2.716 -2.733  0.28
H 1.474 1.325 -3.775  0.71
H 0.519 1.455 -2.302  0.39
H 2.111 -1.048 -2.936  0.40
H 0.628 -0.778 -3.823  0.45
H 0.478 -2.386 -1.984  0.43
H 0.802 -1.164 -0.784  0.33
H -1.642 -1.109 -2.619  0.48
H -1.540 -1.926 -1.090  0.03
H -0.672 0.819 -0.632  0.23
H -3.443 0.341 -1.869  0.48
H -1.059 2.604 -2.826  0.08
H -3.167 2.661 -3.363  0.07
H -0.959 0.821 -4.814  0.29
H -2.531 3.034 -0.716  0.31
H -4.127 2.563 -1.269  0.48
H -4.555 1.187 0.640  0.33
H -3.833 2.680 1.250  0.13
Cl -4.184 4.507 3.697  -0.14
C -4.330 3.050 4.688  0.09
Cl -5.097 3.410 6.230  -0.13
Cl -5.202 1.791 3.818  -0.12
H -3.330 2.686 4.884  0.27
Cl -1.678 -3.693 -4.166  -0.10
C -1.913 -5.096 -3.121  -0.04
Cl -0.771 -6.379 -3.521  -0.14
Cl -1.789 -4.643 -1.423  -0.09
H -2.912 -5.474 -3.293  0.36
Cl 3.517 -1.274 3.211  -0.12
C 2.450 -0.615 4.447  0.23
Cl 2.802 -1.317 6.032  -0.16
Cl 2.561 1.142 4.503  -0.14
H 1.434 -0.879 4.185  0.19
Cl 5.201 -4.586 4.204  -0.12
C 5.578 -3.997 5.821  0.51
Cl 5.203 -5.212 7.042  -0.13
Cl 7.262 -3.486 5.933  -0.13
H 4.955 -3.132 6.007  -0.13

Results
E: -197554.8824 eV
Kohn-Sham gap: 9.4 eV
SMILES: CC(=O)N(C)CCCC[C@H]1[C@H]([PH2]=N)CCOS1(=O)=O.ClC(Cl)Cl.ClC(Cl)Cl.ClC(Cl)Cl.ClC(Cl)Cl
lowest unoccupied orbital energy: 0.32 eV
relative energy (zero: lowest compared OMol25 entry of this formula, charge and spin): 0.0 kcal/mol
2S+1: 1

Entry 5:
DFT (ωB97M-V/def2-TZVPD) results for 2 unconnected molecules or ions with the total composition C15H27F3N4O7P.

Last column: Mulliken charge in e.
Positions of all 57 atoms, in Å:
C 0.224 1.151 2.747  -1.02
C 1.552 0.650 2.205  0.59
O 2.360 1.442 1.769  -0.57
N 1.879 -0.747 2.145  0.60
C 3.164 -1.075 2.816  -1.04
C 0.807 -1.575 2.512  -0.46
C 0.396 -2.081 3.682  -0.62
N -0.712 -2.856 3.396  0.57
N -1.452 -3.588 4.309  -1.27
C -0.952 -2.795 2.109  0.58
P -2.321 -3.698 1.267  0.01
C -3.518 -2.368 0.787  -0.94
O -1.678 -4.384 -0.092  -0.50
N -0.046 -2.004 1.517  0.67
C 0.069 -1.629 0.105  -0.63
O 1.326 -1.930 -0.381  -0.37
C 1.348 -2.348 -1.757  -0.57
O 2.268 -1.587 -2.438  -0.44
C 1.784 -0.290 -2.770  0.25
C 0.853 -0.365 -4.015  -0.53
O -0.321 0.414 -3.820  -0.52
H 0.054 0.894 3.795  0.34
H 0.247 2.233 2.648  0.40
H -0.633 0.814 2.153  0.21
H 3.599 -0.219 3.326  0.33
H 3.870 -1.378 2.038  0.29
H 3.064 -1.941 3.467  0.43
H 0.839 -1.911 4.648  0.61
H -0.839 -4.122 4.916  0.26
H -2.076 -4.227 3.820  0.33
H -3.817 -2.467 -0.258  0.37
H -4.369 -2.408 1.464  0.33
H -3.079 -1.370 0.904  0.27
H -2.411 -4.764 -0.596  0.35
H -0.759 -2.108 -0.424  0.58
H -0.117 -0.544 0.063  0.25
H 0.352 -2.365 -2.221  0.35
H 1.732 -3.371 -1.776  0.37
H 2.623 0.358 -3.021  0.38
H 1.263 0.192 -1.931  -0.23
H 0.541 -1.401 -4.198  0.37
H 1.410 -0.039 -4.890  0.34
H -0.740 0.144 -2.999  0.31
C 0.430 3.001 -0.759  -0.79
C 0.489 3.483 -2.194  -0.53
O -0.742 4.115 -2.575  -0.34
C -0.888 5.381 -2.191  0.33
O -0.094 6.015 -1.564  -0.51
C -2.224 5.932 -2.707  0.91
F -3.225 5.064 -2.504  -0.25
F -2.157 6.173 -4.022  -0.24
F -2.546 7.068 -2.100  -0.24
H -0.437 2.350 -0.613  0.23
H 1.335 2.450 -0.500  0.28
H 0.327 3.837 -0.068  0.48
H 0.614 2.637 -2.869  0.29
H 1.331 4.155 -2.356  0.38

Results
E: -53718.8177 eV
Kohn-Sham gap: 9.2 eV
lowest unoccupied orbital energy: -3.43 eV
net charge: +1
2S+1: 1

Entry 6:
DFT (ωB97M-V/def2-TZVPD) results for a molecular structure, C15H27IN2O5PPdS.

Last column: Mulliken charge in e.
Positions of all 53 atoms, in Å:
Pd -0.277 -0.058 -0.144  -0.48
O 1.891 -0.440 -3.405  -0.83
S 0.911 0.195 -2.538  1.47
O 1.546 0.638 -1.246  -0.84
O 0.140 1.231 -3.194  -0.74
O -0.053 -0.889 -2.002  -0.64
C -5.163 -0.636 0.435  -1.50
C -3.718 -0.854 0.900  0.97
C -3.474 -0.028 2.162  -1.59
P -2.430 -0.666 -0.436  1.14
C -2.933 0.592 -1.695  1.15
C -3.198 1.946 -1.034  -1.51
C -4.033 0.226 -2.693  -1.50
C -2.428 -2.336 -1.247  0.56
C -3.785 -3.006 -1.479  -1.70
C -1.532 -3.281 -0.439  -0.79
H -5.838 -0.926 1.244  0.48
H -5.433 -1.212 -0.446  0.24
H -5.345 0.418 0.221  0.24
H -3.602 -1.909 1.176  0.34
H -3.467 1.042 1.950  0.35
H -2.518 -0.262 2.627  0.20
H -4.275 -0.226 2.880  0.47
H -2.002 0.688 -2.268  -0.04
H -4.144 1.956 -0.488  0.22
H -3.251 2.713 -1.808  0.44
H -2.400 2.222 -0.343  0.29
H -5.010 0.109 -2.226  0.22
H -3.794 -0.684 -3.245  0.35
H -4.112 1.032 -3.426  0.48
H -1.944 -2.154 -2.206  0.48
H -4.273 -3.259 -0.536  0.29
H -3.622 -3.944 -2.015  0.49
H -4.476 -2.406 -2.072  0.34
H -1.932 -3.460 0.564  0.30
H -0.522 -2.884 -0.340  -0.51
H -1.466 -4.248 -0.944  0.53
N 2.472 -3.219 -3.231  -0.18
C 2.413 -4.192 -2.317  0.11
O 2.541 -5.383 -2.598  -0.73
C 2.173 -3.776 -0.893  0.64
C 1.782 -4.763 0.004  -0.32
C 1.540 -4.423 1.318  -0.50
C 1.725 -3.101 1.701  -0.39
N 2.125 -2.154 0.864  -0.58
C 2.324 -2.474 -0.416  -0.51
H 2.604 -3.523 -4.181  0.22
H 2.273 -2.221 -3.094  0.20
H 1.679 -5.777 -0.360  0.46
H 1.210 -5.161 2.040  0.39
H 1.553 -2.789 2.727  0.38
H 2.608 -1.654 -1.064  0.82
I -0.213 1.316 2.037  -0.38

Results
E: -60921.0771 eV
Kohn-Sham gap: 7.7 eV
lowest unoccupied orbital energy: 2.30 eV
net charge: -1
relative energy (zero: lowest compared OMol25 entry of this formula, charge and spin): 9.7 kcal/mol
2S+1: 1

Number 1: HOMO energy -0.3389 Eh. Number 2: HOMO energy -0.3629 Eh. Number 3: HOMO energy -0.3698 Eh. Number 4: HOMO energy -0.3331 Eh. Number 5: HOMO energy -0.4658 Eh. Number 6: HOMO energy -0.1984 Eh.